1.
Entry from OMol25: a cluster of 14 separate species, C56H154N14O14 in total (ωB97M-V/def2-TZVPD).

## Properties
gap between HOMO and LUMO = 8.36 eV
HOMO level = -7.9 eV
total charge = 0

Last column: Löwdin charge in e.
Cartesian coordinates (Å):
C 0.323 4.586 5.261  -0.052
C 1.634 4.047 4.661  -0.406
C 1.948 4.558 3.184  -0.176
O 2.956 3.710 2.595  -0.213
C 3.645 4.154 1.408  -0.080
N 2.735 4.407 5.571  0.030
H 0.398 5.673 5.271  0.078
H 0.094 4.145 6.231  0.079
H -0.489 4.243 4.619  0.071
H 1.565 2.966 4.535  0.101
H 2.148 5.626 3.262  0.120
H 1.013 4.500 2.627  0.098
H 4.243 3.344 0.991  0.074
H 4.257 5.055 1.448  0.086
H 2.855 4.248 0.663  0.069
H 3.690 4.373 5.244  0.064
H 2.693 5.393 5.787  0.059
C 4.130 -0.426 2.279  -0.042
C 3.139 -0.919 3.354  -0.403
C 2.906 0.078 4.429  -0.216
O 2.220 -0.504 5.520  -0.204
C 1.624 0.386 6.502  -0.058
N 1.891 -1.308 2.711  0.087
H 4.216 -0.943 1.323  0.064
H 5.129 -0.405 2.714  0.076
H 3.892 0.600 1.995  0.056
H 3.479 -1.822 3.861  0.134
H 2.324 0.916 4.045  0.111
H 3.846 0.486 4.800  0.133
H 0.644 0.534 6.048  0.073
H 2.139 1.305 6.782  0.086
H 1.400 -0.236 7.368  0.083
H 1.302 -1.618 3.470  0.049
H 1.476 -0.506 2.258  0.045
C -4.293 -4.411 -0.176  -0.034
C -4.034 -3.769 1.264  -0.385
C -4.911 -4.366 2.363  -0.202
O -4.834 -3.591 3.539  -0.223
C -5.607 -4.086 4.612  -0.099
N -2.634 -3.873 1.671  0.066
H -4.509 -5.480 -0.170  0.071
H -3.423 -4.295 -0.822  0.046
H -5.037 -3.863 -0.754  0.057
H -4.315 -2.723 1.141  0.104
H -4.712 -5.420 2.559  0.129
H -5.946 -4.366 2.019  0.121
H -6.622 -4.324 4.295  0.090
H -5.624 -3.339 5.406  0.084
H -5.104 -4.928 5.087  0.090
H -2.664 -3.550 2.627  0.041
H -2.029 -3.201 1.221  0.001
C 4.233 3.061 -6.940  -0.047
C 2.781 3.622 -7.047  -0.397
C 1.741 3.054 -6.047  -0.226
O 2.300 3.194 -4.791  -0.217
C 1.528 2.727 -3.667  -0.083
N 2.784 5.080 -6.928  0.030
H 4.596 3.337 -5.950  0.067
H 4.962 3.389 -7.681  0.075
H 4.109 1.978 -6.925  0.072
H 2.460 3.380 -8.060  0.127
H 1.429 2.026 -6.230  0.103
H 0.838 3.664 -6.019  0.120
H 1.932 3.237 -2.793  0.079
H 1.701 1.651 -3.634  0.068
H 0.478 3.002 -3.762  0.077
H 1.867 5.483 -7.063  0.063
H 2.935 5.318 -5.958  0.054
C 1.917 10.649 -1.908  -0.075
C 1.209 9.512 -1.223  -0.428
C 1.701 8.071 -1.506  -0.189
O 1.468 7.680 -2.859  -0.161
C 1.553 6.274 -3.035  -0.106
N 1.322 9.829 0.228  0.019
H 1.612 10.560 -2.950  0.078
H 2.980 10.455 -1.767  0.086
H 1.543 11.621 -1.585  0.079
H 0.158 9.584 -1.503  0.120
H 1.196 7.436 -0.778  0.108
H 2.759 8.010 -1.253  0.123
H 1.155 5.997 -4.011  0.087
H 0.961 5.792 -2.256  0.069
H 2.534 5.813 -2.917  0.086
H 1.180 10.800 0.465  0.063
H 2.233 9.627 0.616  0.062
C -2.101 8.147 -0.165  -0.076
C -2.756 7.109 0.721  -0.436
C -1.855 5.850 0.784  -0.222
O -1.857 5.077 -0.384  -0.169
C -0.973 3.943 -0.281  -0.099
N -3.033 7.676 1.998  0.033
H -1.103 8.543 0.022  0.050
H -2.676 9.062 -0.309  0.075
H -1.976 7.781 -1.184  0.076
H -3.696 6.733 0.316  0.141
H -2.349 5.237 1.538  0.116
H -0.869 6.117 1.164  0.121
H 0.065 4.249 -0.147  0.061
H -0.989 3.260 -1.131  0.081
H -1.142 3.279 0.566  0.077
H -2.181 7.821 2.519  0.074
H -3.478 8.580 1.923  0.074
C 3.292 -4.841 -1.021  -0.034
C 2.745 -4.441 0.369  -0.390
C 3.767 -4.575 1.547  -0.193
O 4.878 -3.822 1.121  -0.205
C 5.921 -3.552 2.141  -0.047
N 2.191 -3.093 0.224  0.055
H 4.097 -4.152 -1.275  0.068
H 2.578 -4.665 -1.826  0.058
H 3.680 -5.858 -0.955  0.081
H 2.019 -5.160 0.748  0.112
H 3.989 -5.642 1.560  0.115
H 3.308 -4.294 2.495  0.122
H 5.614 -2.782 2.849  0.062
H 6.887 -3.343 1.682  0.083
H 6.071 -4.488 2.679  0.080
H 2.916 -2.516 -0.176  0.054
H 2.140 -2.665 1.138  0.031
C -4.406 2.199 1.257  -0.044
C -5.657 1.279 1.329  -0.412
C -5.583 0.252 0.239  -0.244
O -5.808 0.738 -1.053  -0.171
C -6.127 -0.315 -1.982  -0.082
N -5.809 0.732 2.669  0.046
H -3.461 1.656 1.258  0.049
H -4.281 2.923 2.062  0.075
H -4.365 2.783 0.337  0.077
H -6.490 1.946 1.106  0.134
H -6.193 -0.619 0.479  0.122
H -4.578 -0.150 0.365  0.093
H -5.348 -1.073 -2.062  0.080
H -6.331 0.102 -2.969  0.081
H -7.048 -0.760 -1.605  0.085
H -5.620 1.529 3.259  0.082
H -6.768 0.451 2.821  0.089
C -1.743 -1.384 -4.687  -0.066
C -1.803 0.112 -5.051  -0.385
C -2.908 0.823 -4.224  -0.224
O -3.072 2.132 -4.622  -0.186
C -3.889 2.985 -3.739  -0.049
N -0.443 0.670 -4.882  0.052
H -0.954 -1.906 -5.229  0.082
H -2.723 -1.791 -4.935  0.078
H -1.678 -1.560 -3.613  0.054
H -2.003 0.167 -6.121  0.133
H -2.568 0.968 -3.198  0.112
H -3.838 0.255 -4.251  0.121
H -4.916 2.639 -3.620  0.078
H -4.093 3.945 -4.214  0.081
H -3.464 3.228 -2.765  0.077
H 0.045 0.398 -5.724  0.066
H -0.501 1.678 -4.910  0.033
C 4.427 0.998 -1.908  -0.044
C 5.291 -0.294 -2.042  -0.416
C 4.536 -1.267 -2.960  -0.196
O 3.235 -1.598 -2.479  -0.212
C 2.232 -1.735 -3.503  -0.078
N 6.640 0.121 -2.518  0.044
H 3.525 0.825 -1.320  0.059
H 4.201 1.280 -2.936  0.073
H 4.961 1.817 -1.424  0.068
H 5.379 -0.745 -1.053  0.119
H 5.021 -2.216 -3.188  0.125
H 4.519 -0.663 -3.867  0.116
H 2.140 -0.810 -4.072  0.073
H 1.197 -1.795 -3.168  0.062
H 2.324 -2.681 -4.036  0.089
H 6.914 0.729 -1.759  0.061
H 7.191 -0.713 -2.373  0.065
C -2.166 -0.853 -0.309  -0.030
C -0.765 -1.447 -0.507  -0.373
C 0.393 -0.386 -0.529  -0.112
O 0.219 0.405 0.701  -0.203
C 1.189 1.407 0.805  -0.137
N -0.596 -2.369 0.588  0.038
H -2.236 -0.266 0.607  0.064
H -2.836 -1.675 -0.058  0.053
H -2.528 -0.281 -1.164  0.069
H -0.651 -2.038 -1.416  0.105
H 0.388 0.188 -1.456  0.115
H 1.370 -0.868 -0.482  0.094
H 2.213 1.040 0.879  0.061
H 1.132 1.969 1.737  0.083
H 1.183 2.167 0.024  0.074
H -0.152 -1.840 1.326  0.063
H 0.174 -2.968 0.327  0.035
C -1.365 -7.163 2.940  -0.069
C -0.571 -6.961 1.706  -0.485
C 0.469 -8.028 1.311  -0.204
O 1.476 -7.983 2.289  -0.180
C 2.533 -8.877 1.903  -0.104
N -1.496 -6.715 0.652  0.039
H -2.068 -7.987 2.812  0.082
H -2.042 -6.356 3.219  0.059
H -0.757 -7.229 3.843  0.077
H -0.029 -6.021 1.806  0.123
H 0.819 -7.746 0.318  0.105
H -0.086 -8.967 1.293  0.129
H 2.137 -9.865 1.669  0.086
H 3.274 -8.883 2.702  0.083
H 3.117 -8.513 1.058  0.073
H -0.991 -6.148 -0.014  0.005
H -2.094 -5.979 0.999  0.024
C -1.793 0.132 3.618  -0.048
C -2.576 -1.138 3.947  -0.386
C -1.877 -2.174 4.906  -0.156
O -0.608 -2.510 4.330  -0.211
C 0.277 -3.237 5.163  -0.097
N -3.937 -0.782 4.404  0.053
H -2.290 0.959 3.112  0.061
H -0.865 -0.158 3.124  0.051
H -1.355 0.694 4.443  0.062
H -2.676 -1.653 2.991  0.099
H -2.558 -3.018 5.014  0.107
H -1.817 -1.864 5.950  0.122
H 0.576 -2.551 5.956  0.074
H 1.171 -3.632 4.681  0.087
H -0.250 -4.043 5.674  0.087
H -4.382 -1.677 4.553  0.026
H -4.395 -0.334 3.624  0.010
C 0.052 -6.872 -2.615  -0.049
C -0.245 -5.353 -2.725  -0.369
C -1.520 -5.036 -3.573  -0.168
O -1.399 -5.353 -4.992  -0.175
C -2.378 -6.335 -5.331  -0.118
N -0.379 -4.878 -1.325  0.062
H -0.784 -7.452 -2.224  0.077
H 0.857 -7.105 -1.918  0.055
H 0.329 -7.256 -3.597  0.076
H 0.592 -4.811 -3.167  0.114
H -1.690 -3.964 -3.477  0.093
H -2.344 -5.534 -3.062  0.118
H -2.264 -7.166 -4.634  0.078
H -2.307 -6.661 -6.369  0.087
H -3.419 -6.067 -5.151  0.081
H 0.589 -4.825 -1.039  0.040
H -0.744 -3.946 -1.197  0.040


2.
Entry from OMol25: a cluster of 14 separate species, C56H154N14O14 in total (ωB97M-V/def2-TZVPD).

## Properties
gap between HOMO and LUMO = 9.04 eV
HOMO level = -8.6 eV
total charge = 0

Last column: Löwdin charge in e.
Cartesian coordinates (Å):
C -20.216 -8.763 23.966  -0.037
C -20.025 -10.100 24.652  -0.399
C -19.424 -11.142 23.731  -0.205
O -20.286 -11.414 22.631  -0.188
C -19.757 -12.434 21.807  -0.108
N -19.056 -9.886 25.744  0.046
H -19.284 -8.348 23.580  0.076
H -20.691 -8.054 24.651  0.067
H -20.929 -8.821 23.140  0.086
H -20.977 -10.458 25.045  0.128
H -19.195 -12.074 24.262  0.119
H -18.523 -10.726 23.256  0.115
H -20.498 -12.667 21.049  0.087
H -19.529 -13.338 22.388  0.084
H -18.813 -12.067 21.381  0.086
H -18.409 -9.118 25.560  0.027
H -18.490 -10.710 25.927  0.049
C -25.005 -10.374 36.965  -0.051
C -24.037 -9.438 36.269  -0.409
C -22.648 -9.487 36.860  -0.218
O -21.784 -8.533 36.265  -0.220
C -20.638 -8.346 37.078  -0.092
N -23.944 -9.825 34.845  0.051
H -24.555 -11.368 37.062  0.080
H -25.954 -10.449 36.439  0.071
H -25.220 -10.068 37.993  0.080
H -24.464 -8.430 36.262  0.120
H -22.227 -10.500 36.801  0.129
H -22.728 -9.324 37.950  0.125
H -20.916 -8.171 38.124  0.075
H -20.211 -7.408 36.722  0.087
H -19.952 -9.196 37.042  0.091
H -23.207 -9.258 34.448  0.027
H -23.622 -10.798 34.750  0.034
C -24.047 -5.766 34.880  -0.041
C -23.110 -5.063 35.872  -0.387
C -23.194 -5.599 37.291  -0.224
O -22.308 -4.953 38.163  -0.175
C -22.326 -5.494 39.458  -0.106
N -21.734 -5.261 35.378  0.047
H -24.996 -6.056 35.337  0.067
H -23.577 -6.673 34.494  0.065
H -24.283 -5.075 34.073  0.078
H -23.338 -3.997 35.799  0.137
H -23.035 -6.684 37.264  0.109
H -24.232 -5.450 37.636  0.133
H -21.758 -4.824 40.101  0.091
H -21.824 -6.469 39.502  0.076
H -23.347 -5.596 39.840  0.091
H -21.567 -6.264 35.302  0.058
H -21.124 -4.966 36.139  0.085
C -19.813 -4.640 26.293  -0.039
C -19.657 -4.613 24.778  -0.432
C -19.843 -3.242 24.197  -0.234
O -19.746 -3.291 22.801  -0.184
C -19.776 -2.038 22.170  -0.111
N -18.336 -5.164 24.426  0.062
H -20.829 -4.301 26.518  0.076
H -19.099 -3.964 26.764  0.073
H -19.675 -5.648 26.684  0.074
H -20.437 -5.278 24.375  0.125
H -19.055 -2.560 24.562  0.135
H -20.788 -2.825 24.574  0.119
H -20.649 -1.458 22.506  0.089
H -19.922 -2.187 21.103  0.086
H -18.869 -1.466 22.395  0.090
H -18.368 -6.145 24.695  0.032
H -18.176 -5.180 23.424  0.070
C -23.320 -4.546 24.367  -0.060
C -23.550 -5.990 24.806  -0.423
C -24.330 -6.022 26.109  -0.199
O -23.550 -5.559 27.201  -0.185
C -22.623 -6.517 27.684  -0.126
N -24.162 -6.711 23.670  0.065
H -22.866 -4.536 23.375  0.078
H -22.660 -3.965 25.013  0.054
H -24.270 -4.010 24.277  0.082
H -22.585 -6.472 24.967  0.108
H -24.694 -7.036 26.343  0.108
H -25.234 -5.408 26.089  0.129
H -22.057 -7.024 26.902  0.054
H -23.150 -7.284 28.261  0.065
H -21.886 -6.016 28.310  0.069
H -25.173 -6.590 23.682  0.077
H -24.005 -7.698 23.873  0.033
C -24.721 -13.588 33.995  -0.048
C -23.336 -13.203 33.503  -0.410
C -23.341 -12.241 32.330  -0.235
O -24.112 -12.762 31.287  -0.168
C -24.377 -11.800 30.295  -0.098
N -22.640 -12.557 34.634  0.031
H -24.678 -14.165 34.918  0.075
H -25.279 -14.168 33.259  0.079
H -25.297 -12.669 34.133  0.072
H -22.768 -14.095 33.212  0.137
H -22.281 -12.148 32.023  0.116
H -23.651 -11.234 32.637  0.106
H -24.914 -12.264 29.467  0.091
H -23.475 -11.342 29.870  0.070
H -25.037 -11.024 30.701  0.075
H -22.426 -13.188 35.393  0.085
H -21.776 -12.127 34.315  0.070
C -27.235 -7.642 34.039  -0.060
C -26.918 -8.587 32.873  -0.412
C -25.673 -8.179 32.131  -0.213
O -25.802 -6.876 31.589  -0.175
C -24.698 -6.563 30.792  -0.116
N -26.706 -9.964 33.373  0.036
H -28.277 -7.686 34.360  0.074
H -27.085 -6.601 33.727  0.073
H -26.570 -7.809 34.889  0.058
H -27.794 -8.584 32.222  0.137
H -25.517 -8.878 31.300  0.112
H -24.796 -8.192 32.794  0.108
H -23.776 -6.557 31.388  0.059
H -24.810 -5.595 30.305  0.097
H -24.531 -7.268 29.965  0.076
H -27.456 -10.168 34.028  0.064
H -25.871 -9.890 33.967  0.013
C -20.789 -13.654 29.620  -0.039
C -19.962 -12.792 28.684  -0.412
C -18.899 -13.600 27.945  -0.210
O -18.191 -12.726 27.091  -0.217
C -17.161 -13.386 26.404  -0.118
N -20.890 -12.131 27.738  0.057
H -21.644 -13.082 29.975  0.057
H -20.229 -14.018 30.483  0.076
H -21.179 -14.529 29.090  0.088
H -19.403 -12.005 29.200  0.107
H -19.384 -14.394 27.354  0.132
H -18.242 -14.111 28.662  0.132
H -17.554 -14.194 25.766  0.091
H -16.403 -13.869 27.033  0.092
H -16.666 -12.679 25.737  0.082
H -21.396 -12.878 27.263  0.088
H -20.299 -11.704 27.023  0.044
C -15.127 -9.405 26.170  -0.044
C -15.671 -8.230 25.379  -0.406
C -16.008 -8.535 23.924  -0.205
O -14.873 -9.070 23.273  -0.180
C -15.205 -9.600 22.025  -0.124
N -16.911 -7.761 26.018  0.046
H -15.935 -10.083 26.465  0.068
H -14.573 -9.073 27.048  0.080
H -14.432 -10.015 25.589  0.079
H -14.910 -7.439 25.341  0.140
H -16.276 -7.595 23.430  0.131
H -16.820 -9.269 23.911  0.100
H -15.932 -10.418 22.103  0.080
H -14.324 -9.985 21.512  0.088
H -15.619 -8.837 21.351  0.091
H -16.965 -6.749 26.012  0.040
H -16.955 -8.029 26.995  0.067
C -17.886 -10.824 34.423  -0.058
C -18.571 -11.400 33.193  -0.410
C -18.057 -10.790 31.899  -0.222
O -16.743 -11.207 31.600  -0.189
C -16.364 -10.935 30.268  -0.088
N -18.297 -12.869 33.219  0.035
H -18.110 -9.757 34.508  0.075
H -16.804 -10.921 34.318  0.082
H -18.215 -11.338 35.324  0.073
H -19.659 -11.350 33.244  0.113
H -18.067 -9.697 31.989  0.123
H -18.716 -11.073 31.068  0.093
H -16.593 -9.898 29.996  0.087
H -16.878 -11.626 29.587  0.079
H -15.291 -11.107 30.226  0.090
H -18.564 -13.235 32.307  0.051
H -17.290 -12.999 33.249  0.065
C -21.420 -4.760 31.330  -0.059
C -20.799 -3.591 32.068  -0.417
C -21.915 -2.672 32.590  -0.221
O -21.330 -1.528 33.162  -0.185
C -22.222 -0.438 33.248  -0.108
N -19.988 -4.085 33.211  0.037
H -21.935 -4.475 30.415  0.082
H -22.056 -5.367 31.982  0.053
H -20.613 -5.473 31.113  0.063
H -20.173 -2.962 31.431  0.121
H -22.532 -3.207 33.324  0.116
H -22.549 -2.431 31.722  0.125
H -22.720 -0.288 32.282  0.084
H -21.661 0.450 33.524  0.086
H -23.031 -0.638 33.962  0.086
H -19.780 -3.250 33.759  0.072
H -20.662 -4.594 33.801  0.023
C -19.224 -7.711 29.366  -0.034
C -20.049 -8.972 29.367  -0.428
C -21.056 -9.022 30.500  -0.172
O -20.450 -9.031 31.787  -0.183
C -21.380 -8.713 32.770  -0.115
N -20.800 -9.122 28.124  0.063
H -18.577 -7.697 28.488  0.061
H -18.599 -7.626 30.254  0.066
H -19.861 -6.825 29.311  0.066
H -19.411 -9.860 29.502  0.105
H -21.715 -9.894 30.402  0.116
H -21.624 -8.079 30.452  0.117
H -21.836 -7.727 32.576  0.076
H -20.885 -8.593 33.734  0.087
H -22.225 -9.406 32.849  0.064
H -21.162 -10.077 28.036  0.033
H -20.100 -9.158 27.369  0.037
C -24.931 -9.369 21.598  -0.065
C -25.106 -10.586 22.494  -0.419
C -25.358 -10.187 23.942  -0.217
O -24.137 -9.755 24.512  -0.227
C -24.105 -9.772 25.934  -0.093
N -26.344 -11.277 22.012  0.020
H -25.790 -8.705 21.584  0.083
H -24.623 -9.648 20.589  0.076
H -24.061 -8.832 21.994  0.061
H -24.260 -11.278 22.490  0.138
H -25.743 -11.045 24.512  0.124
H -26.108 -9.385 23.987  0.131
H -23.879 -10.780 26.302  0.085
H -25.077 -9.517 26.367  0.090
H -23.312 -9.082 26.207  0.068
H -26.122 -11.659 21.096  0.066
H -26.477 -12.102 22.596  0.062
C -16.812 -5.464 31.294  -0.054
C -16.901 -4.113 30.577  -0.413
C -17.784 -4.224 29.339  -0.227
O -17.385 -5.251 28.462  -0.206
C -16.194 -4.957 27.780  -0.112
N -17.558 -3.135 31.472  0.043
H -17.813 -5.898 31.284  0.060
H -16.430 -5.419 32.313  0.077
H -16.154 -6.163 30.762  0.076
H -15.912 -3.785 30.255  0.123
H -17.845 -3.238 28.848  0.126
H -18.845 -4.344 29.584  0.116
H -15.368 -4.525 28.357  0.086
H -16.406 -4.214 26.996  0.094
H -15.775 -5.834 27.294  0.066
H -16.882 -2.831 32.166  0.072
H -18.232 -3.673 32.023  0.021


Relative energies in hartree: 1 0.2062; 2 0.0000